C33H36As3F6O2Pd as an isolated structure at a distorted geometry. Source: the Open Molecules 2025 dataset; level of theory: the ωB97M-V functional and the def2-TZVPD basis.

Cartesian coordinates (Å):
1 Pd -0.0826 0.1535 -0.4975
2 As -3.5304 -0.2278 -0.6619
3 As 2.2134 -0.3871 -0.2252
4 As -0.0567 -0.2441 1.8214
5 F 1.5201 0.1547 -3.5242
6 F -2.1173 3.1683 -3.2903
7 F 1.8421 2.0868 -2.5966
8 F -0.6286 3.4238 -4.8244
9 F -0.1547 3.8920 -2.7651
10 F 1.5350 1.9469 -4.7271
11 O -1.9881 -0.8857 -0.6200
12 O -0.7014 1.2641 -2.0205
13 C 1.2564 -4.4443 0.1807
14 C -1.0941 0.6546 -4.3119
15 C 3.5448 -4.1872 0.8821
16 C 3.6697 -0.0266 -1.4141
17 C -0.7042 1.6103 1.9134
18 C -0.4668 3.9319 1.2762
19 C -1.1362 -1.0294 3.1974
20 C 5.1886 -0.7420 -3.1285
21 C 1.1800 -3.0823 -0.0855
22 C -0.3686 1.5624 -3.3137
23 C -1.9817 1.8972 2.3947
24 C 2.7567 0.3476 1.5045
25 C 3.4792 -2.8294 0.6108
26 C 2.2921 -2.2773 0.1342
27 C -2.5303 -2.8040 4.0177
28 C 1.7620 -0.1233 2.5601
29 C -3.6329 1.6530 -0.9473
30 C -4.5337 -1.1113 -2.0261
31 C 1.1477 1.4493 -3.5468
32 C 5.3199 1.4981 -2.2592
33 C -4.4323 -0.5965 0.9883
34 C -0.8032 3.0307 -3.5577
35 C -1.7403 4.2032 1.7524
36 C -1.7920 -2.2360 2.9869
37 C 5.7866 0.5091 -3.1147
38 C -2.5978 -2.1707 5.2487
39 C 4.1270 -1.0140 -2.2778
40 C 4.2571 1.2341 -1.4110
41 C -1.9337 -0.9680 5.4566
42 C 2.4340 -4.9927 0.6653
43 C -1.2003 -0.3888 4.4338
44 C -2.4937 3.1847 2.3174
45 C 0.0468 2.6456 1.3530
46 H 3.7723 0.0129 1.7203
47 H -5.4629 -0.2468 0.9431
48 H -0.7014 0.5576 4.6000
49 H -4.1070 -0.8583 -2.9953
50 H -2.1435 0.9405 -4.3732
51 H 4.4634 -4.6189 1.2561
52 H -1.9894 -0.4778 6.4194
53 H -4.4163 -1.6718 1.1590
54 H 0.2557 -2.6536 -0.4604
55 H -1.7290 -2.7333 2.0258
56 H 2.0121 -1.1232 2.9187
57 H -3.0464 -3.7413 3.8586
58 H -3.3603 1.8806 -1.9717
59 H 0.1281 4.7184 0.8316
60 H 2.4903 -6.0533 0.8710
61 H -3.1664 -2.6153 6.0544
62 H 0.3954 -5.0747 0.0018
63 H -3.4844 3.3920 2.7011
64 H 5.7801 2.4768 -2.2566
65 H 2.7819 1.4325 1.4217
66 H -2.5817 1.1248 2.8566
67 H -3.9134 -0.0960 1.8028
68 H -2.1425 5.2051 1.6857
69 H 4.3571 -2.2122 0.7649
70 H 1.7209 0.5389 3.4253
71 H -4.6589 1.9589 -0.7422
72 H 5.5468 -1.5095 -3.8012
73 H -4.4547 -2.1854 -1.8678
74 H 1.0391 2.4629 0.9632
75 H -0.6728 0.7001 -5.3157
76 H 6.6183 0.7158 -3.7746
77 H -2.9382 2.1620 -0.2805
78 H -5.5778 -0.8042 -1.9878
79 H -1.0229 -0.3665 -3.9406
80 H 3.6635 -1.9932 -2.2965
81 H 3.8878 2.0218 -0.7650

Results
2S+1: 1
E_tot: -241195.6347 eV
energy relative to the best compared isomer or geometry (same formula, charge and spin): 23.6 kcal/mol
net charge: +1
lowest unoccupied orbital energy: -3.535 eV